## A
A molecular structure, C20H40NP3S2V. Source: the Open Molecules 2025 dataset; level of theory: ωB97M-V/def2-TZVPD.

Computed properties:
LUMO level (alpha / beta): -10.84 / -9.84 eV
total charge: +3
frontier orbital gap (alpha / beta): 4.5 / 5.5 eV
2S+1: 3

XYZ file:
```
67
Properties=species:S:1:pos:R:3:lowdin_charge:R:1
V 0.45569 -0.37226 -0.02926 0.322
P 1.93536 1.25948 0.79045 0.714
P -1.21022 0.24889 1.64652 0.756
P -1.26634 1.82902 -1.73714 0.877
H 0.59870 -4.88415 -7.06486 0.067
C 0.75924 -3.90479 -7.53991 -0.108
C 1.98913 -3.37598 -7.55528 -0.070
H 2.82275 -3.93102 -7.10167 0.064
C 3.29792 0.25411 1.43552 -0.221
C 1.57032 2.39684 2.15543 -0.222
C 2.78534 2.30747 -0.42679 -0.230
C -2.67000 -0.79162 1.28359 -0.222
C -0.70163 -0.40522 3.28304 -0.218
C -1.96404 1.83518 2.20255 -0.220
C -0.85334 1.97322 -3.46983 -0.178
C -0.67046 3.23589 -0.80322 -0.173
C -3.04567 1.66367 -1.57112 -0.177
H -0.11537 -3.43819 -8.00976 0.074
H 2.22803 -2.41689 -8.03013 0.066
H 3.51061 -0.59455 0.77556 0.064
H 3.04196 -0.12460 2.43132 0.053
H 4.17988 0.89834 1.50601 0.079
H 1.13042 1.87010 3.00844 0.039
H 0.88630 3.19197 1.84126 0.047
H 2.51605 2.85021 2.46905 0.083
H 3.18695 1.69478 -1.23960 0.035
H 3.60729 2.81720 0.08536 0.082
H 2.12248 3.05596 -0.85851 0.028
H -3.39368 -0.70874 2.10787 0.082
H -2.35595 -1.84145 1.18336 0.054
H -3.14479 -0.47078 0.34713 0.034
H -1.50741 -0.18614 3.99690 0.078
H 0.22458 0.07756 3.62026 0.045
H -0.54054 -1.48984 3.23979 0.049
H -2.57234 1.63675 3.09988 0.082
H -2.61253 2.26836 1.43179 0.037
H -1.18468 2.56287 2.46895 0.043
H -1.49846 2.73699 -3.93821 0.097
H -1.01419 1.00852 -3.97414 0.072
H 0.20300 2.25896 -3.57161 0.073
H -1.19208 4.15712 -1.12295 0.109
H 0.40717 3.37784 -0.94653 0.035
H -0.85297 3.08227 0.27020 0.025
H -3.54867 2.35449 -2.27137 0.096
H -3.34705 1.88939 -0.53739 0.051
H -3.32995 0.62773 -1.81321 0.072
C 0.75791 -1.51820 -3.10431 -0.674
C -0.63047 -1.74576 -3.15859 -0.168
C -1.12640 -2.69742 -4.05631 -0.055
C -0.24567 -3.45500 -4.83574 -0.053
C 1.13930 -3.35841 -4.62941 -0.053
C 1.64028 -2.28801 -3.90104 -0.086
S 1.51818 -0.28062 -2.17736 0.722
H -0.66026 0.58073 -1.24416 -0.086
H -1.32203 -1.17475 -2.53462 0.072
H -2.20568 -2.84595 -4.17198 0.123
H -0.63239 -4.10150 -5.62314 0.099
H 1.81881 -4.04114 -5.14854 0.106
H 2.70106 -2.03174 -3.90801 0.116
S 0.58746 -4.82472 0.75070 1.163
C 1.44932 -3.97280 2.03366 -0.271
C 1.37839 -2.61847 1.85035 -0.214
N 0.66344 -2.24810 0.69678 -0.190
C 0.14282 -3.32039 0.04264 -0.387
H 1.96002 -4.47175 2.84907 0.102
H 1.81903 -1.83443 2.46372 0.100
H -0.44831 -3.23740 -0.87185 0.089
```


## B
A molecular structure, C20H40NP3S2V. Source: the Open Molecules 2025 dataset; level of theory: ωB97M-V/def2-TZVPD.

Computed properties:
LUMO level (alpha / beta): -9.80 / -10.68 eV
total charge: +3
frontier orbital gap (alpha / beta): 6.9 / 6.2 eV
2S+1: 3

XYZ file:
```
67
Properties=species:S:1:pos:R:3:lowdin_charge:R:1
V -1.57551 0.57811 -1.39226 0.534
P -0.69387 -0.52195 0.85294 0.823
P 3.78607 -1.18197 -1.80435 0.887
P -3.74381 0.22101 -0.72978 0.763
H -1.47690 -0.57148 -3.79642 0.046
C -2.23024 0.06673 -3.30192 -0.246
C -2.07242 1.52284 -3.33048 -0.136
H -1.31106 1.92189 -4.02231 0.080
C -0.61760 -2.33499 1.22236 -0.236
C 0.99834 -0.10955 1.47123 -0.238
C -1.54161 0.00175 2.42039 -0.242
C 5.02267 -2.03788 -2.76978 -0.185
C 4.26297 0.09775 -0.63137 -0.189
C 2.69741 -2.36783 -0.97146 -0.207
C -5.15596 0.24199 -1.88608 -0.213
C -4.16845 1.56707 0.43193 -0.204
C -4.05301 -1.30439 0.23144 -0.218
H -3.24572 -0.33528 -3.30953 0.041
H -3.00103 2.17791 -3.32202 0.095
H -0.27522 -2.48596 2.25998 0.074
H 0.08047 -2.84440 0.54608 0.031
H -1.61029 -2.79116 1.11370 0.044
H 1.07803 -0.43183 2.52280 0.075
H 1.19064 0.96866 1.41836 0.013
H 1.76136 -0.63483 0.88585 0.007
H -0.99498 -0.42965 3.27319 0.069
H -2.58097 -0.33863 2.47946 0.028
H -1.52545 1.09463 2.52686 0.051
H 5.94841 -2.17526 -2.20335 0.080
H 5.22019 -1.43739 -3.66595 0.077
H 4.59070 -2.99245 -3.08032 0.063
H 4.47202 -0.35080 0.35050 0.080
H 3.44571 0.82626 -0.53115 0.012
H 5.16726 0.60157 -0.99531 0.080
H 2.92338 -3.39599 -1.31894 0.084
H 1.64980 -2.13318 -1.23697 0.005
H 2.81509 -2.32302 0.12336 0.064
H -6.06273 0.43720 -1.29735 0.076
H -5.23794 -0.73311 -2.38136 0.073
H -5.01776 1.02641 -2.63406 0.060
H -5.26078 1.69391 0.36741 0.076
H -3.67567 2.50224 0.13165 0.044
H -3.86247 1.28524 1.45412 0.052
H -5.12908 -1.52615 0.14847 0.079
H -3.78792 -1.16491 1.28578 0.031
H -3.47837 -2.14550 -0.18439 0.050
C 0.80596 -2.16357 -3.56651 -0.673
C -0.07562 -2.88368 -2.72032 -0.122
C -0.05671 -4.27817 -2.77544 -0.041
C 0.88431 -4.96282 -3.56410 -0.005
C 1.69788 -4.23098 -4.44704 -0.033
C 1.56222 -2.85602 -4.53959 -0.108
S 1.31391 -0.52284 -3.49586 0.803
H 3.03755 -0.54825 -2.96356 -0.090
H -0.74331 -2.35063 -2.03553 0.085
H -0.78954 -4.82354 -2.16880 0.128
H 0.89713 -6.05280 -3.57197 0.133
H 2.44410 -4.73623 -5.06194 0.131
H 2.08971 -2.24908 -5.27316 0.112
S 1.73871 3.15955 -0.24746 1.116
C 0.32641 3.28622 0.77786 -0.308
C -0.77176 2.72135 0.19588 -0.207
N -0.44723 2.10683 -1.03589 -0.210
C 0.85429 2.33741 -1.43792 -0.395
H 0.32379 3.77406 1.74789 0.107
H -1.78817 2.70421 0.56812 0.094
H 1.25288 2.03355 -2.39647 0.055
```


Stability summary - winner: A; margin: 0.0733 hartree.


## A
A molecular structure, CHIS2. Source: the Open Molecules 2025 dataset; level of theory: ωB97M-V/def2-TZVPD.

Computed properties:
LUMO level (alpha / beta): -1.91 / -1.90 eV
frontier orbital gap (alpha / beta): 6.9 / 6.9 eV

XYZ file:
```
5
Properties=species:S:1:pos:R:3:lowdin_charge:R:1
C 0.55716 0.18197 0.19140 -1.427
S 1.79695 1.10020 0.50660 0.673
S 0.20352 -1.46651 0.19395 0.734
I -1.44412 1.55826 -1.05036 0.153
H -1.11351 -1.37393 0.15841 -0.134
```


## B
2 unconnected molecules or ions with the total composition CHIS2. Source: the Open Molecules 2025 dataset; level of theory: ωB97M-V/def2-TZVPD.

Computed properties:
LUMO level: -0.33 eV
frontier orbital gap: 9.5 eV

XYZ file:
```
5
Properties=species:S:1:pos:R:3:lowdin_charge:R:1
C -1.93708 -0.50174 -0.44145 -1.385
S -2.10315 -1.77827 0.46619 0.697
S -1.93160 0.90839 -1.14424 0.677
I 2.18787 0.82291 0.29030 0.287
H 3.78396 0.54871 0.82920 -0.276
```


Stability summary - winner: B; margin: 0.0450 hartree.


## A
2 unconnected molecules or ions with the total composition C2H4OP2. Source: the Open Molecules 2025 dataset; level of theory: ωB97M-V/def2-TZVPD.

Computed properties:
LUMO level (alpha / beta): -1.75 / -1.72 eV
frontier orbital gap (alpha / beta): 7.5 / 7.3 eV

XYZ file:
```
9
Properties=species:S:1:pos:R:3:lowdin_charge:R:1
C 2.52839 0.27815 -0.35202 0.091
C 1.40984 -0.00502 -0.01136 -0.550
O -0.89291 -2.35126 -0.22872 -0.363
P -1.19884 1.25337 -0.31534 0.487
P -0.06052 -0.20011 0.78688 0.689
H 3.49250 0.58010 -0.65153 0.032
H -1.80933 -2.50059 -0.14763 -0.103
H -1.01285 2.14300 0.87744 -0.105
H -2.45628 0.80237 0.04229 -0.177
```


## B
C2H4OP2 in the gas phase. Source: the Open Molecules 2025 dataset; level of theory: ωB97M-V/def2-TZVPD.

Computed properties:
LUMO level: -0.34 eV
frontier orbital gap: 9.1 eV
SMILES string: C#CP(O)#[PH2]

XYZ file:
```
9
Properties=species:S:1:pos:R:3:lowdin_charge:R:1
C 1.91785 -0.26008 -1.58699 0.045
C 1.30148 -0.09060 -0.57602 -0.462
P 0.32100 0.00167 0.94349 0.666
O -0.18858 -2.00369 0.88847 -0.415
P -1.61171 0.72808 0.05718 0.500
H 2.39572 -0.13988 -2.47432 -0.005
H 0.20332 -2.33447 1.70957 -0.030
H -1.18083 0.52738 -1.28252 -0.160
H -1.15172 2.08269 -0.22114 -0.141
```


Stability summary - winner: B; margin: 0.0675 hartree.


## A
A molecular structure, C2H2Cl3NO2. Source: the Open Molecules 2025 dataset; level of theory: ωB97M-V/def2-TZVPD.

Computed properties:
LUMO level: -0.35 eV
frontier orbital gap: 10.8 eV

XYZ file:
```
10
Properties=species:S:1:pos:R:3:lowdin_charge:R:1
C 0.25918 0.13926 -0.43303 -0.794
C -0.06000 0.49444 1.01973 -1.112
N -0.43800 -1.13463 -0.89256 -0.463
O -0.10835 -1.56106 -1.94944 0.092
O -1.26854 -1.58282 -0.14306 0.066
Cl -0.24333 1.41376 -1.47367 0.717
Cl 0.38112 -0.68679 2.23065 0.653
Cl 0.92077 2.04068 1.20552 0.525
H 1.64533 -0.04954 -0.49044 0.236
H -1.08819 0.92669 0.92629 0.080
```


## B
2 unconnected molecules or ions with the total composition C2H2Cl3NO2. Source: the Open Molecules 2025 dataset; level of theory: ωB97M-V/def2-TZVPD.

Computed properties:
LUMO level (alpha / beta): -3.08 / -3.07 eV
frontier orbital gap (alpha / beta): 6.2 / 6.2 eV

XYZ file:
```
10
Properties=species:S:1:pos:R:3:lowdin_charge:R:1
C -2.00450 -0.30584 -0.77828 -0.627
C 1.39993 0.08797 0.99867 -1.263
N -0.79698 0.15503 -1.06335 -0.052
O -0.21081 0.74823 -1.90511 0.146
O 0.23469 -0.03893 0.80171 -0.120
Cl -2.70328 -0.61766 0.61170 0.857
Cl 2.67896 -1.26386 0.94834 0.427
Cl 2.29521 1.39647 0.08199 0.482
H -2.69486 -0.56162 -1.63754 0.130
H 1.80165 0.40021 1.94187 0.021
```


Stability summary - winner: A; margin: 0.0865 hartree.